No. 1
Molecular formula: C35H67BrN5O16S7
Method: DFT, ωB97M-V/def2-TZVPD

```
131
Properties=species:S:1:pos:R:3:forces:R:3
C 7.96020 -1.36731 -1.89088 -0.1 0.5 0.0
H 2.18598 2.58628 0.76620 -0.9 -0.7 0.3
C -8.27910 -0.93129 -4.70551 -0.2 0.1 -0.1
H 7.15533 7.88803 2.99279 0.0 -0.1 -0.1
C 1.43596 7.10647 -0.79367 -0.1 -0.2 0.0
Br 4.80649 0.17769 -0.13371 -1.7 -0.3 -0.4
O -1.72825 -3.39292 0.33454 0.4 0.3 0.0
O -0.60502 7.56407 0.79632 -0.1 0.1 -0.3
H -2.98690 -10.78703 -0.51441 0.0 0.1 0.0
H 7.05546 0.24548 -3.03758 0.1 -0.1 0.0
C -0.77407 1.19107 5.85396 0.1 -0.2 0.0
O 2.97087 1.55036 -1.70374 -0.4 -4.7 3.4
S 8.34100 -3.05078 -2.34350 0.1 -0.2 0.2
H -4.59732 -9.40785 0.59793 0.0 0.2 0.0
O -5.61326 -3.08535 -3.63920 0.0 -0.2 -0.4
H -1.44151 5.40585 -0.41189 0.0 0.1 0.0
N -0.95209 2.11621 0.33916 2.2 -6.1 -3.4
C 7.57052 -0.70307 -3.20484 0.0 0.1 -0.1
C -2.55492 -0.74403 -2.35979 -4.4 2.4 -1.7
H -1.77251 -9.59179 1.25847 0.1 0.1 -0.1
H 1.15693 2.27879 2.15739 -0.3 0.3 -0.8
H -6.36866 -0.58469 -3.71203 0.1 -0.1 -0.1
C -6.74951 -0.94107 -4.67099 -0.1 0.6 0.1
C -7.90555 -3.32835 -4.90573 -0.4 -0.2 0.1
C 0.50153 3.19000 6.53491 0.3 -0.1 0.5
H 0.17362 4.02487 -1.51475 0.0 0.1 0.0
H -4.54040 -1.07222 -1.30058 1.3 -0.8 -0.6
C -2.92453 -2.26368 2.38354 -0.4 0.2 0.2
H -2.69487 1.39055 -0.70523 1.7 -1.1 -0.5
C 7.36585 -3.07714 -3.84383 -0.4 0.0 -0.5
S -1.42278 -2.89491 1.65629 -0.3 -0.2 0.3
C 4.37078 7.64147 2.82714 -0.2 -0.2 0.5
H -1.53075 0.45319 6.12851 0.1 0.1 0.0
S -0.30049 7.47088 -0.61317 0.3 0.3 -0.2
H -6.32440 -0.34940 -5.48237 0.1 -0.2 0.1
H -4.72769 -8.74552 -1.05613 0.0 0.2 0.2
H -1.18029 2.36972 7.61443 0.1 0.0 -0.1
O -3.82080 -6.30144 -0.53910 -0.1 0.0 0.5
H -1.15296 -7.23720 1.00696 -0.1 0.1 0.0
O 0.90178 3.26996 3.93026 0.1 0.0 -0.3
C 6.36231 7.11897 1.13831 0.4 -0.2 0.0
H -1.40008 1.81468 3.84441 0.0 0.2 0.0
C 0.39341 1.56742 0.35800 -4.7 0.6 -1.2
C -4.05741 -8.91579 -0.21301 -0.2 -0.5 -0.2
H 0.04094 0.11848 -3.46870 -0.4 -1.5 0.2
C 6.67998 -1.71240 -3.93216 -0.2 0.1 -0.1
H 0.07684 0.65731 5.41753 -0.1 0.0 0.0
H 1.76001 7.49640 -1.76101 -0.1 0.0 0.1
H -9.82220 -2.44352 -4.38034 0.1 0.0 0.0
H -0.26656 -4.23282 3.25547 0.0 0.0 -0.2
C -2.38658 -4.19124 3.76820 -0.1 0.0 0.3
C 1.50614 5.58607 -0.76404 0.1 -0.1 0.1
H -8.59595 -2.35216 -3.10821 0.0 -0.1 -0.1
H 7.12689 7.63517 0.55826 -0.2 0.1 -0.1
H -2.59709 -9.52608 -1.68321 0.0 0.0 0.1
S 4.86230 8.08466 1.16458 0.3 0.1 0.0
O 9.73744 -3.12367 -2.70154 -0.3 -0.1 0.2
C -2.81970 -9.71376 -0.62781 0.1 -0.1 -0.2
C 3.00654 0.54307 -0.94788 -0.3 4.3 -3.1
O -2.91170 0.14222 -3.19444 2.5 -3.3 3.4
O -3.75562 -7.25095 1.80778 0.0 0.4 -0.1
H -0.69289 -9.59281 -0.14320 -0.1 0.0 0.1
H 5.53168 6.71169 4.41665 0.0 0.0 -0.1
H 8.04326 -3.23958 -4.68390 0.0 0.0 0.2
H -7.91965 -4.30442 -4.42117 0.2 0.0 -0.1
S -3.45856 -7.34332 0.39506 0.0 0.1 -0.4
C -1.65133 -9.22905 0.23256 0.0 -0.2 0.1
H -4.23846 -2.11538 -2.78992 0.9 0.7 1.8
H 1.69609 -1.20294 -1.38825 -0.3 1.3 0.9
C -3.74307 -1.70322 -1.82326 1.3 -0.2 -0.8
H 3.37407 7.19884 2.80378 0.0 0.2 -0.1
H 4.35928 8.55140 3.42945 0.0 0.0 -0.2
N 0.45893 0.40520 -0.48764 2.3 1.1 1.3
C -0.89795 5.89688 -1.22145 -0.3 -0.6 -0.2
C -1.31885 2.20707 4.85835 -0.2 -0.5 -0.1
H 6.64050 -3.88956 -3.78911 0.2 0.0 0.1
O 7.74586 -3.94124 -1.37269 0.3 0.1 -0.2
H -8.62339 -0.79086 -5.73513 0.0 0.0 0.1
H -3.35633 -2.58504 -1.21350 -0.6 1.4 -0.6
O 5.21778 9.48311 1.14731 -0.3 -0.3 -0.2
H -2.68189 -5.18018 4.12499 0.1 0.1 -0.1
O -0.85200 4.79688 4.93099 0.5 -0.3 -0.4
H 6.13026 6.15424 0.68116 0.0 0.1 0.0
O -5.64362 -2.82771 -6.15852 0.2 -0.1 0.6
C 1.71913 -0.36497 -0.61641 1.7 -1.3 1.2
H 7.46834 6.16375 2.74987 0.0 0.1 0.0
H -2.06562 -3.61022 4.63924 0.0 0.0 -0.1
H 5.10248 5.62631 3.09485 0.0 0.1 0.0
C 5.41864 6.64768 3.33214 0.1 -0.2 0.1
H 1.37987 5.22465 0.26284 0.0 0.1 0.0
O -0.35203 -1.94746 1.89760 0.1 0.1 -0.6
C -0.30797 2.00397 7.06341 -0.1 -0.1 0.2
H 1.99816 7.57651 0.00626 -0.4 0.1 -0.2
H -2.64696 -1.49466 3.10842 0.1 0.0 -0.1
O -0.66052 8.51067 -1.55025 -0.2 -0.1 0.4
H -8.68124 -0.10816 -4.11081 0.1 -0.1 -0.1
H 1.55960 2.94024 6.43682 -0.1 0.1 -0.1
H 7.11669 -1.39115 -1.19676 0.1 -0.1 0.0
C 6.73037 6.95579 2.60710 0.1 0.1 0.1
N -1.11573 -0.90512 -1.92066 -0.1 -0.6 -1.7
C -3.54401 -3.47143 3.07472 -0.2 -0.2 -0.1
S -0.13787 3.54376 4.90195 -0.8 0.5 0.5
H -4.00021 -4.13513 2.33287 0.0 0.1 0.1
H 1.94677 -0.87597 0.39801 -0.6 0.8 -1.6
H 2.46699 5.22194 -1.13494 0.0 0.1 0.0
N 1.31901 2.16224 1.14021 1.6 -0.7 -0.3
N -0.74233 0.12633 -1.07906 -3.0 5.6 2.7
H 0.56852 5.28505 -2.68412 0.0 0.0 0.1
C -1.23805 -4.28811 2.76269 0.2 -0.4 0.4
H -1.56494 6.06561 -2.06773 0.0 0.1 0.2
H -1.40264 -7.31638 -0.76303 -0.1 0.0 0.1
H 8.82493 -0.90466 -1.41563 0.0 -0.2 0.0
H -3.56265 -1.83750 1.60914 0.2 0.0 -0.1
C -1.72185 -7.70788 0.20544 0.5 -0.2 0.0
O 3.92215 7.51527 0.22106 0.6 0.3 0.2
C -1.58965 1.17285 -0.55628 1.5 1.4 1.6
H 5.70314 -1.75824 -3.43860 0.1 0.0 0.0
H 0.50446 -1.71143 -3.11297 -1.1 1.5 -0.1
S -6.25627 -2.65064 -4.86244 -0.4 0.0 -0.7
C -8.75838 -2.28958 -4.18928 -0.1 0.1 0.2
H -2.28225 2.60286 5.18695 0.1 0.1 -0.1
H -8.19915 -3.42391 -5.95334 0.1 0.0 0.1
H 0.38488 4.07088 7.16690 0.1 0.0 -0.3
H -1.30282 -5.20180 2.16958 0.0 0.2 -0.1
H 0.28453 1.39878 7.75291 -0.1 0.1 -0.1
H 6.50831 -1.42433 -4.97173 0.0 0.0 0.1
C 0.34124 5.09908 -1.62932 0.1 -0.1 -0.1
C -0.33445 -0.92688 -3.20755 0.9 -0.7 -1.0
H 8.46514 -0.50177 -3.80275 -0.1 0.0 0.1
H -4.31921 -3.17372 3.78352 0.1 0.0 -0.1
H -1.00985 -1.31913 -4.05977 1.1 0.8 1.5
```
Positions in Å, forces in eV/Å.

Summary:
**Net charge**: +1
**HOMO-LUMO gap**: 8.18 eV



No. 2
Molecular formula: C35H67NO15P2S
Method: DFT, ωB97M-V/def2-TZVPD

```
121
Properties=species:S:1:pos:R:3:forces:R:3
C 3.60790 -1.60380 0.83647 0.3 -0.4 -1.7
C -3.63172 1.60662 -2.64368 -0.3 0.3 -0.5
H -1.17145 3.91995 4.20340 0.0 0.1 -0.1
C -4.54440 0.59424 3.00944 0.3 -0.2 -0.4
H -9.83246 -2.66277 -1.28876 0.0 -0.1 0.0
H -1.47611 2.19799 -1.21301 0.0 -0.2 -0.1
O -2.53708 -1.14111 -2.89766 0.6 1.8 0.1
H 13.39816 -0.74187 3.32272 0.0 0.1 0.0
C 12.16958 -3.41143 1.21877 0.2 -0.2 -0.2
H 11.98419 -1.24856 4.24398 0.0 0.0 0.0
C 12.51130 -0.38310 3.84471 -0.2 -0.4 0.0
H 5.78321 1.65650 -0.99482 0.3 0.0 0.0
H 2.80782 -2.58731 -0.85862 0.0 0.2 -0.1
C 5.02580 0.47434 0.63251 0.5 -1.5 -0.9
H -1.06732 1.50720 3.37122 0.0 0.0 0.0
H 11.55643 -3.84633 0.42508 -0.1 0.0 0.0
C -1.58683 3.62444 3.24792 0.0 -0.8 -0.3
H 4.07049 0.98849 0.49017 0.2 0.3 0.2
C 8.04896 -0.86457 2.45738 -0.3 -0.2 0.2
H -0.19284 1.10369 -1.81571 -0.2 0.1 0.0
H 7.39734 -2.10682 4.08861 0.0 0.0 0.0
C 0.27831 0.10328 0.81619 -0.3 -0.6 0.0
H 6.20315 -1.94076 2.78812 0.0 0.0 0.0
C -12.72338 -0.88826 -3.71028 0.3 -0.1 -0.3
O 11.39705 -0.18951 1.65020 -0.3 -0.4 -2.9
H -3.69841 0.95059 -4.48539 -0.1 -0.1 0.1
H -8.74734 2.50777 -2.87400 0.0 -0.1 0.0
O 9.45581 -2.20456 0.54443 1.5 1.8 -2.5
H 0.48910 -2.66247 -0.34568 0.1 0.0 0.0
H -7.81616 1.62155 -5.10328 0.1 0.0 0.2
C -2.13872 2.05372 1.56824 0.2 -1.4 -0.7
H 6.63435 4.01269 1.07155 0.0 0.0 0.3
C 6.20447 1.13241 -0.12377 -1.5 0.0 1.0
H 12.99845 -1.84851 -0.03217 0.0 -0.1 0.0
C -2.14528 0.60749 1.05153 -0.5 -0.1 0.4
O -10.03410 1.11811 -3.75308 -0.2 -0.2 0.5
H -12.65045 -1.89602 -3.30201 -0.1 0.0 0.0
H -5.40128 0.60388 -2.05946 0.2 0.0 -0.1
C -2.72851 3.06817 0.82206 0.4 0.4 0.6
H 10.69876 0.70900 3.40715 -0.2 -0.3 -0.2
H -13.01242 0.18129 -1.89206 0.2 -0.1 0.2
P 10.41902 -1.44519 1.38411 -1.6 -1.9 6.2
H 5.71077 -1.56913 0.12977 0.0 0.1 0.0
H -4.85080 1.73594 -0.88905 0.1 -0.3 0.2
C -0.66873 1.52896 -0.92742 0.0 0.0 -0.1
O -4.27053 1.46878 -3.91233 0.1 0.0 0.0
H -4.96757 1.68893 1.15419 0.3 0.1 0.3
C -2.20354 4.55405 2.42128 0.1 1.1 0.7
H 12.82693 0.23488 4.68684 0.0 0.1 -0.1
H 5.15417 3.19928 0.56976 0.1 -0.1 -0.1
C -9.34579 2.37256 -3.77458 0.2 0.1 -0.3
H -10.10718 3.15649 -3.78116 -0.1 -0.1 0.0
H -0.59055 -1.69533 1.60587 0.1 -0.2 -0.1
O -4.54565 1.74669 3.73110 0.1 0.4 -0.7
C -3.55971 0.01619 0.74743 0.2 -0.3 0.0
H -3.55779 -0.99684 1.16651 0.3 0.1 0.0
H -9.10994 -3.23448 -4.21038 0.0 0.1 -0.1
H -7.89124 3.38997 -5.00526 0.0 0.0 0.0
C -12.27642 0.14075 -2.69758 -1.0 0.2 0.1
C 4.80738 -0.95869 0.07458 -1.0 0.9 0.7
H 7.62740 -2.98087 2.58645 0.0 0.1 -0.2
P -9.57493 -0.07090 -2.72049 -1.5 1.2 -6.6
H -9.11511 2.48070 -5.90938 0.0 0.1 0.0
C -1.52946 2.30374 2.79861 -0.6 1.1 -0.4
H -2.61680 1.22895 -2.73726 -0.1 -0.1 0.3
C -1.03582 0.34828 -0.00079 2.1 1.4 0.7
H -3.71779 1.78253 4.22818 -0.3 -0.1 0.4
H -12.11885 -0.84850 -4.61526 0.0 0.0 0.0
C 2.45546 -1.80738 -0.17128 0.2 -0.7 0.3
H 0.28537 0.76996 1.68259 -0.2 0.2 -0.3
H -13.76050 -0.69876 -3.99147 0.0 0.1 0.1
H 4.51491 -0.83571 -0.97447 0.3 -0.3 0.0
S -2.56763 -1.19745 -1.46230 -1.2 -3.8 -1.3
H 12.13710 1.36654 2.69022 0.0 -0.1 -0.3
C -8.48685 2.47596 -5.01704 0.0 -0.1 -0.2
H 1.37326 -3.22167 1.05767 0.1 0.0 -0.1
C -9.86664 -3.26546 -2.20061 -0.1 0.1 0.1
H -10.91709 -3.38935 -2.46377 0.0 0.0 0.0
H -8.05982 -2.43483 -3.04593 0.0 0.1 0.0
C 7.26875 -2.04127 3.00688 0.0 -0.1 0.1
O 9.44914 -1.07160 2.65370 0.4 0.2 -0.3
C 0.41420 -1.33616 1.35531 0.4 0.4 0.1
O -4.38787 -0.47523 3.51485 0.3 -0.4 0.5
O -1.16381 -0.85461 -0.78648 -1.5 0.7 -0.1
H 3.30243 -1.00412 1.69563 0.1 -0.1 0.1
O -2.83202 -2.55543 -1.06224 0.1 0.3 1.2
O -8.11656 0.20929 -2.65000 -0.4 -0.7 3.4
C -9.10370 -2.59484 -3.32832 0.1 -0.3 0.1
H 5.24048 0.34777 1.69830 0.1 0.4 0.0
H 13.98739 -3.31427 0.05939 0.0 0.0 0.0
C 11.62994 0.42789 2.92244 0.3 0.8 0.5
C 13.34181 -2.64681 0.63123 -0.1 0.1 0.0
H 7.77451 0.04503 2.99611 0.1 0.0 0.0
H -1.82371 0.04184 1.93315 -0.1 -0.1 -0.2
C -3.92761 -0.24773 -0.74858 0.2 1.5 1.0
O -9.69990 -1.35551 -3.71563 0.0 0.1 0.8
H 7.82106 -0.69861 1.40600 0.1 -0.1 0.0
H -4.73459 -0.97822 -0.67100 0.4 -0.4 -0.4
H -3.16594 2.84502 -0.14426 -0.1 0.1 0.1
C 6.06071 3.08937 1.17814 -0.1 0.2 -0.2
H 0.10063 2.14478 -0.45479 -0.2 0.0 0.1
H 3.91922 -2.61550 1.11346 -0.2 0.2 0.6
O 11.36330 -2.58932 2.06281 0.0 0.5 -0.6
O 6.88231 2.02305 0.74406 0.3 0.0 -0.5
H -3.57727 2.68615 -2.45045 0.1 -0.1 0.0
H 6.84551 0.32252 -0.47351 0.5 0.4 0.2
H -12.25538 1.13875 -3.12730 0.4 0.0 -0.1
H -2.24314 5.58099 2.78380 0.0 -0.1 -0.2
H -5.59390 0.06595 1.28163 0.0 0.1 0.1
H 5.72353 2.94602 2.21073 0.2 0.0 0.0
H 12.53580 -4.23104 1.83682 -0.1 0.1 0.1
H 0.94857 -1.28419 2.31202 0.0 0.0 -0.1
O -11.03823 -0.18146 -2.04944 2.1 -0.3 2.1
C -4.49458 0.94301 -1.55078 0.2 0.1 -0.5
N -2.75273 4.33816 1.23385 0.0 -0.7 0.0
H -9.44230 -4.24544 -1.98021 0.0 0.0 0.0
H 1.11878 0.42245 0.19858 0.1 -0.3 0.1
H 13.93185 -2.17786 1.41864 0.0 -0.1 0.0
H 2.30717 -0.92891 -0.80833 -0.1 0.1 0.2
C 1.16349 -2.33441 0.44951 -0.6 0.2 -0.1
C -4.71820 0.68955 1.50745 -0.8 0.0 -0.5
```
Positions in Å, forces in eV/Å.

Summary:
**SMILES**: COCCCCCCCC[C@@]1(C)OS(=O)(=O)[C@H](CCO)[C@H](CC(=O)O)[C@@H]1c1cccnc1.CCOP(=O)(OCC)OCC.CCOP(=O)(OCC)OCC
**HOMO-LUMO gap**: 9.80 eV